[1]
Here is a cluster of 6 separate species, C14H41O6 in total from the OMol25 dataset. Energies are from ωB97M-V/def2-TZVPD.

Cartesian coordinates (Å):
O  0.62  -0.21  -0.15
H  0.77  -0.43  0.83
H  1.46  -0.07  -0.67
H  0.04  0.60  -0.20
C  -1.55  3.58  -1.50
C  -0.49  2.86  -2.31
O  0.36  2.07  -1.44
H  -2.04  2.91  -0.80
H  -2.33  4.02  -2.14
H  -1.17  4.50  -1.04
H  0.16  3.58  -2.82
H  -0.89  2.20  -3.08
H  0.96  2.69  -1.02
C  4.54  1.23  -2.40
C  3.32  0.29  -2.46
C  3.66  -0.85  -3.42
O  3.07  -0.27  -1.16
H  4.28  2.22  -2.04
H  5.08  1.36  -3.35
H  5.37  0.85  -1.79
H  2.51  0.88  -2.89
H  4.60  -1.31  -3.10
H  3.82  -0.53  -4.45
H  2.85  -1.59  -3.44
H  3.88  -0.78  -1.01
C  -0.67  1.73  3.91
C  -1.23  1.48  2.53
C  -2.58  2.20  2.32
O  -0.30  1.83  1.51
H  -0.11  2.66  3.98
H  -0.03  0.92  4.26
H  -1.48  1.78  4.64
H  -1.43  0.41  2.45
H  -3.20  1.82  1.51
H  -2.44  3.27  2.19
H  -3.21  2.02  3.20
H  -0.04  2.75  1.67
C  1.52  -3.41  2.09
C  0.59  -2.38  2.72
C  0.73  -2.44  4.24
O  0.97  -1.06  2.27
H  1.09  -4.40  2.21
H  2.55  -3.38  2.43
H  1.58  -3.23  1.01
H  -0.46  -2.52  2.50
H  -0.04  -1.92  4.80
H  1.73  -2.11  4.56
H  0.63  -3.47  4.59
H  1.30  -0.53  3.00
C  -2.46  -0.80  -2.33
C  -2.93  -1.98  -1.41
C  -4.42  -2.22  -1.57
O  -2.21  -3.16  -1.75
H  -1.73  -1.18  -3.06
H  -1.93  -0.09  -1.70
H  -3.19  -0.41  -3.04
H  -2.64  -1.72  -0.39
H  -4.75  -2.36  -2.60
H  -5.04  -1.40  -1.19
H  -4.66  -3.12  -1.00
H  -2.38  -3.37  -2.67

Values from the calculation:
energy relative to the best compared isomer or geometry (same formula, charge and spin): 0.413 eV
gap between HOMO and LUMO: 10.08 eV
net charge: +1

***

[2]
Here is the ion C6H12NO3S2 with charge -1 from the OMol25 dataset. Energies are from ωB97M-V/def2-TZVPD.

Cartesian coordinates (Å):
C  2.93  -1.35  -0.46
C  -0.57  0.36  -0.86
C  -2.62  0.19  0.60
C  -0.55  1.75  1.15
C  3.88  -2.21  -2.47
C  -1.07  0.43  0.64
N  2.81  -1.45  0.84
O  2.38  -0.58  -1.26
O  2.32  -0.07  2.82
O  3.83  -2.29  -1.06
S  -0.33  -1.02  1.50
S  1.93  -0.20  1.47
H  0.54  0.34  -1.05
H  -0.96  -0.55  -1.22
H  -1.23  1.09  -1.39
H  -3.22  -0.02  1.62
H  -3.05  -0.49  -0.03
H  -3.08  1.19  0.29
H  -1.00  1.97  2.11
H  0.55  1.85  1.23
H  -0.99  2.45  0.39
H  4.79  -2.87  -2.78
H  4.15  -1.14  -2.66
H  2.86  -2.42  -2.72

Values from the calculation:
energy relative to the best compared isomer or geometry (same formula, charge and spin): 1.949 eV
gap between HOMO and LUMO: 7.75 eV
net charge: -1

***

[3]
Here is the molecule C3H4N2S from the OMol25 dataset. Energies are from ωB97M-V/def2-TZVPD.

Cartesian coordinates (Å):
C  -1.04  2.44  -1.06
C  -0.17  0.32  -0.04
C  0.42  -0.89  0.48
N  -0.66  2.62  0.19
N  -0.13  1.64  0.82
S  -0.76  0.82  -1.58
H  -1.39  3.19  -1.80
H  0.87  -1.32  -0.46
H  1.08  -0.58  1.16
H  -0.32  -1.47  0.95

Values from the calculation:
energy relative to the best compared isomer or geometry (same formula, charge and spin): 2.613 eV
SMILES: Cc1nncs1
gap between HOMO and LUMO: 9.38 eV
net charge: 0

***

[4]
Here is a cluster of 2 separate species, C6F4N3O2 in total from the OMol25 dataset. Energies are from ωB97M-V/def2-TZVPD.

Cartesian coordinates (Å):
F  -2.40  0.95  0.76
C  -1.25  0.27  0.77
C  -1.25  -1.07  0.76
F  -2.40  -1.75  0.74
C  0.00  -1.82  0.76
O  0.00  -3.03  0.76
C  1.25  -1.07  0.76
F  2.40  -1.75  0.74
C  1.25  0.27  0.77
F  2.40  0.95  0.76
C  0.00  1.02  0.81
O  0.00  2.22  0.86
N  0.00  2.36  -2.18
N  0.00  1.60  -3.08
N  0.00  0.85  -3.98

Values from the calculation:
gap between HOMO and LUMO: 3.59 eV
net charge: -1